(1)
86
Properties=species:S:1:pos:R:3 method="wB97M-V/def2-TZVPD" relative_energy_kcal_mol=9.9 homo_lumo_gap_ev=3.483 lumo_energy_ev=-1.76 total_energy_ha=-4009.19554 charge=0
Sn 0.0365 0.1372 0.6346
C -4.1618 1.0880 -0.5943
C -3.6628 1.1075 -2.0267
S -2.0457 0.2580 -2.1952
C -1.0895 1.4607 -3.1634
C -0.8998 2.8521 -2.5796
S -0.1515 2.8838 -0.9029
C -1.3163 3.8593 0.0883
C -2.7571 3.4004 0.1475
S -2.9635 1.6579 0.6601
H -4.3788 0.0667 -0.2824
H -5.0621 1.6983 -0.4848
H -3.5419 2.1244 -2.3961
H -4.3786 0.5897 -2.6671
H -1.5715 1.5401 -4.1423
H -0.1324 0.9531 -3.2731
H -1.8367 3.4044 -2.5216
H -0.2169 3.4002 -3.2346
H -1.2789 4.8894 -0.2708
H -0.8548 3.8040 1.0721
H -3.2496 3.5120 -0.8161
H -3.2857 4.0113 0.8836
C -0.8373 -3.1950 -0.9069
Si 0.6223 -3.4831 -2.1167
C 2.0430 -4.3673 -1.1761
C -0.0227 -4.8113 -3.3352
C 1.2529 -1.8994 -2.9237
Si 0.9267 -1.6568 -4.7627
C -0.9431 -1.8278 -5.1717
C 1.4601 0.0304 -5.5119
C 1.9008 -2.9155 -5.8412
Si 2.5987 -0.9100 -2.1001
C 4.2702 -1.2169 -3.0019
C 2.4894 1.0008 -2.0601
C 2.9230 -1.3989 -0.2668
C 4.1864 -1.8661 0.0837
C 4.4569 -2.3064 1.3650
C 3.4099 -2.3567 2.2705
C 2.1785 -1.8942 1.8571
N 1.9525 -1.3814 0.6529
H -1.2601 -4.1344 -0.5628
H -1.6294 -2.6382 -1.3987
H -0.5260 -2.6294 -0.0285
H 1.8602 -5.4329 -1.0680
H 2.1797 -3.9560 -0.1830
H 2.9834 -4.2496 -1.7077
H -0.3251 -5.7068 -2.8017
H 0.7309 -5.1040 -4.0559
H -0.8836 -4.4607 -3.8905
H -1.5532 -1.5711 -4.3132
H -1.1932 -2.8445 -5.4526
H -1.2405 -1.1853 -5.9966
H 0.7074 0.8043 -5.4043
H 1.6499 -0.0786 -6.5760
H 2.3758 0.3924 -5.0609
H 2.0388 -3.8611 -5.3292
H 2.8900 -2.5350 -6.0766
H 1.3916 -3.1183 -6.7789
H 4.1523 -0.9918 -4.0556
H 4.5771 -2.2549 -2.9304
H 5.0757 -0.5937 -2.6277
H 2.2318 1.4015 -3.0331
H 3.4351 1.4467 -1.7658
H 1.7474 1.3491 -1.3479
H 4.9679 -1.8663 -0.6555
H 5.4517 -2.6216 1.6483
H 3.5448 -2.7165 3.2782
H 1.3303 -1.9342 2.5233
S -1.1619 -1.0117 2.7075
C -1.4641 0.4487 3.4923
N -2.0637 0.3785 4.7252
C -2.2142 1.5049 5.4968
C -1.7879 2.7023 4.9888
C -1.2640 2.7167 3.6932
N -1.1329 1.6001 2.9596
H -2.3356 -0.5360 5.0541
H -2.6551 1.3768 6.4699
H -1.8561 3.6072 5.5706
H -0.9088 3.6247 3.2323
C 2.4555 1.3879 4.1987
O 1.7966 0.7167 3.1295
C 1.3252 1.4618 2.1011
O 1.5028 2.6603 2.0650
H 3.0973 0.6563 4.6896
H 1.7116 1.7649 4.9083
H 3.0459 2.2236 3.8198

***

(2)
88
Properties=species:S:1:pos:R:3 method="wB97M-V/def2-TZVPD" homo_lumo_gap_ev=10.656 smiles="CCOC(C)=O.CCOC(C)=O.CCOC(C)=O.CCOC(C)=O.O=C1OCCO1.O=C1OCCO1.CCCC#N" lumo_energy_ev=0.52 total_energy_ha=-2127.04741 charge=0
C -1.2371 -1.1259 -3.3091
C -2.5328 -1.8618 -3.5418
O -3.1295 -1.4349 -4.7617
C -2.9019 -2.1356 -5.8811
C -3.5847 -1.5284 -7.0668
O -2.2856 -3.1729 -5.9253
H -0.6995 -1.4676 -2.4363
H -1.4537 -0.0605 -3.1653
H -0.6665 -1.1724 -4.2336
H -2.2963 -2.9277 -3.6306
H -3.2731 -1.8163 -2.7475
H -3.3423 -2.1187 -7.9531
H -3.3960 -0.4748 -7.2299
H -4.6589 -1.7402 -7.0006
C 0.6518 3.3718 -2.0664
C 2.0805 3.6048 -2.4793
O 2.2365 3.7006 -3.9169
C 2.0292 4.9046 -4.4475
C 2.1848 4.9073 -5.9381
O 1.7732 5.8705 -3.8020
H -0.0564 4.0068 -2.6039
H 0.4486 3.5310 -1.0045
H 0.2990 2.3502 -2.2488
H 2.3728 4.5635 -2.0531
H 2.6955 2.7681 -2.1664
H 2.6464 3.9711 -6.2536
H 2.8551 5.7166 -6.2156
H 1.2387 4.9950 -6.4654
C 0.5693 -1.3521 5.0023
C -0.9128 -1.2029 4.8069
O -1.5082 -2.4698 5.1027
C -2.8481 -2.5274 5.1177
C -3.3331 -3.9391 5.3100
O -3.5731 -1.5816 4.9874
H 0.7130 -1.7787 5.9990
H 1.1253 -0.4154 5.0170
H 1.0242 -2.0072 4.2592
H -1.3035 -0.4011 5.4361
H -1.1632 -0.9043 3.7849
H -4.4195 -3.9808 5.2953
H -2.9805 -4.3906 6.2369
H -3.0110 -4.5890 4.4916
C 2.0321 -3.1733 0.0371
C 0.6094 -3.5482 0.3952
O 0.6193 -4.8230 1.0553
C -0.5636 -5.3165 1.3804
C -0.4686 -6.5803 2.2015
O -1.6066 -4.8125 1.0413
H 2.6333 -4.0833 0.1191
H 2.4640 -2.5977 0.8624
H 2.1075 -2.6525 -0.9085
H 0.1530 -2.8024 1.0566
H -0.0672 -3.6086 -0.4580
H -0.1285 -6.3343 3.2060
H 0.2677 -7.2370 1.7380
H -1.4536 -7.0267 2.2095
O 2.3263 -0.6872 -3.1483
C 2.2720 -0.2209 -4.2234
O 1.2233 0.5010 -4.6838
C 1.5535 1.0945 -5.9471
C 2.8264 0.3285 -6.3725
O 3.2585 -0.2659 -5.1403
H 0.7018 0.7970 -6.5653
H 1.6608 2.1702 -6.0160
H 3.6123 0.9844 -6.7339
H 2.5836 -0.4157 -7.1294
O -0.3445 2.2988 5.5258
C -0.4536 3.1915 6.3017
O -1.1703 4.3110 6.0615
C -1.0657 5.1926 7.1676
C -0.2343 4.4220 8.1939
O 0.0779 3.2050 7.5299
H -0.7099 6.1776 6.8655
H -2.0733 5.4076 7.5412
H -0.7874 4.1874 9.0980
H 0.6777 4.9565 8.4513
C 1.2082 0.4291 0.4182
C 1.6619 0.7727 1.8287
C 0.5765 1.4530 2.6812
C -0.2297 2.3944 1.9255
N -0.8668 3.1423 1.3314
H 0.2728 -0.1316 0.4253
H 1.9975 -0.0879 -0.1262
H 1.0336 1.3354 -0.1638
H 2.4845 1.4857 1.6914
H 2.0593 -0.0794 2.3792
H 0.9848 1.9050 3.5785
H -0.0925 0.6574 3.0155

***

(3)
83
Properties=species:S:1:pos:R:3 method="wB97M-V/def2-TZVPD" relative_energy_kcal_mol=0.0 homo_lumo_gap_ev="6.912 / 6.180" lumo_energy_ev="0.23 / -1.99" total_energy_ha=-2752.05993 s_squared=2.012 charge=0 spin_multiplicity=3
O 0.1101 1.4997 -3.5413
C -0.4300 1.2357 -4.6103
C -0.0986 1.8237 -5.9673
C 1.0555 2.6159 -6.0892
H 1.7549 2.6582 -5.2612
C 1.2658 3.3831 -7.2242
H 2.1243 4.0380 -7.2738
C 0.3601 3.3565 -8.2832
H 0.4861 4.0063 -9.1430
C -0.7600 2.5039 -8.2120
H -1.4668 2.4849 -9.0402
C -0.9697 1.7311 -7.0651
H -1.8511 1.0681 -7.0053
H -1.2480 0.4802 -4.6386
C -1.9761 2.2584 -0.9055
C -1.5969 1.2359 0.1002
H -2.9045 2.7697 -0.6121
H -2.1331 1.7491 -1.8675
H -1.1670 2.9817 -1.0525
C -2.3782 0.4768 0.8696
C -3.8185 0.7194 1.2364
H -1.9509 -0.4631 1.2307
H -4.3839 1.1943 0.4148
H -3.9058 1.3265 2.1563
H -4.2834 -0.2522 1.4435
Au 0.4920 0.7551 0.2294
Cl 2.2556 2.3047 0.3344
Cl -0.2204 -0.6260 -1.5952
H 3.7096 -0.3425 -3.7643
H 5.4544 0.9851 -2.6882
C 3.1119 -0.3895 -2.8537
C 4.8575 1.0005 -1.7739
N 4.0065 -0.1706 -1.7451
H 2.6448 -1.3796 -2.7810
C 3.8365 -0.8367 -0.5682
O 2.9092 -1.6047 -0.2988
H 5.5236 0.9488 -0.9061
H 4.6625 -0.5907 0.1576
H 2.3222 0.3741 -2.8989
H 4.2688 1.9262 -1.7132
H -1.5116 -6.1862 0.8747
H -0.1235 -6.1234 -1.2765
C -2.0778 -5.3380 0.4891
C -0.7335 -5.2665 -1.5872
N -1.2542 -4.5777 -0.4196
H -2.4019 -4.7089 1.3214
C -1.0969 -3.2641 -0.1801
O -1.4755 -2.7142 0.8587
H -0.1153 -4.5743 -2.1773
H -0.6109 -2.6800 -0.9882
H -2.9521 -5.7220 -0.0420
H -1.5567 -5.6507 -2.2045
C 0.6902 -2.3876 2.9081
C -0.0704 -1.1476 3.3921
C -0.2917 -1.2691 4.9076
P 0.6913 0.4111 2.6916
C -0.2028 1.9208 3.3201
C -0.9628 1.7331 4.6286
C 0.7571 3.1128 3.4042
C 2.4032 0.4671 3.4430
C 2.4470 0.4397 4.9780
C 3.3385 -0.6330 2.9169
H 1.4324 -2.6995 3.6540
H 1.1805 -2.2518 1.9387
H -0.0307 -3.2060 2.8009
H -1.0598 -1.1504 2.9064
H 0.5832 -0.9747 5.4878
H -1.1455 -0.6888 5.2702
H -0.4718 -2.3284 5.1402
H -0.9227 2.0795 2.4990
H -0.2830 1.3810 5.4168
H -1.3598 2.7003 4.9627
H -1.8014 1.0344 4.5137
H 1.3228 3.2058 2.4672
H 0.1898 4.0362 3.5753
H 1.4526 2.9989 4.2466
H 2.7853 1.4419 3.0634
H 2.2614 -0.5793 5.3469
H 3.4596 0.6840 5.2870
H 1.7690 1.1420 5.4608
H 4.3649 -0.2360 2.8968
H 3.3280 -1.4964 3.6002
H 3.0974 -0.9405 1.8984